## 1
Formula: C56H154N14O14
Source: OMol25
Level of theory: ωB97M-V/def2-TZVPD

Output
**Kohn-Sham gap**: 8.863 eV

Structure (ORCA input):
```
! wB97M-V def2-TZVPD RIJCOSX def2/J DEFGRID3
* xyz 0 1
C -1.609 1.885 7.952
C -1.094 2.890 6.937
C -2.013 2.962 5.693
O -1.741 1.842 4.868
C -2.611 1.625 3.796
N -0.968 4.196 7.586
H -0.862 1.667 8.715
H -1.843 0.920 7.500
H -2.531 2.219 8.433
H -0.090 2.685 6.557
H -1.763 3.858 5.114
H -3.048 3.002 6.048
H -3.666 1.715 4.072
H -2.451 0.636 3.364
H -2.451 2.310 2.952
H -0.697 4.939 6.954
H -1.901 4.425 7.924
C -2.674 6.256 -0.689
C -4.109 6.773 -0.863
C -4.142 8.173 -1.456
O -3.554 9.160 -0.652
C -3.819 10.479 -1.087
N -4.863 5.880 -1.786
H -2.006 6.960 -0.195
H -2.245 6.059 -1.676
H -2.752 5.283 -0.199
H -4.677 6.770 0.068
H -5.146 8.536 -1.739
H -3.754 8.177 -2.492
H -3.709 10.551 -2.174
H -3.110 11.156 -0.620
H -4.849 10.726 -0.817
H -4.549 4.926 -1.566
H -4.529 6.095 -2.723
C -4.156 0.158 -1.058
C -5.357 0.834 -1.687
C -4.951 2.261 -2.114
O -4.838 3.173 -1.042
C -6.050 3.475 -0.403
N -5.727 0.085 -2.880
H -3.292 -0.091 -1.673
H -4.501 -0.733 -0.527
H -3.761 0.852 -0.308
H -6.185 0.783 -0.972
H -5.546 2.708 -2.921
H -3.948 2.192 -2.543
H -6.879 3.782 -1.047
H -5.917 4.207 0.391
H -6.515 2.633 0.130
H -6.093 -0.842 -2.718
H -6.385 0.579 -3.471
C -1.809 -6.946 -2.834
C -3.238 -6.808 -2.277
C -3.294 -5.895 -1.057
O -2.411 -6.373 -0.074
C -2.255 -5.464 1.001
N -4.154 -6.353 -3.329
H -1.600 -7.793 -3.481
H -1.166 -6.918 -1.949
H -1.555 -6.048 -3.402
H -3.611 -7.800 -2.009
H -4.306 -5.808 -0.645
H -3.069 -4.872 -1.396
H -3.180 -5.400 1.579
H -1.922 -4.476 0.673
H -1.479 -5.840 1.667
H -3.921 -5.415 -3.663
H -4.165 -6.964 -4.133
C 1.421 -6.278 0.195
C 2.479 -5.502 0.959
C 3.762 -6.330 1.079
O 3.471 -7.616 1.607
C 4.597 -8.451 1.618
N 2.766 -4.208 0.360
H 0.918 -7.080 0.738
H 1.798 -6.746 -0.721
H 0.573 -5.641 -0.076
H 1.969 -5.419 1.923
H 4.446 -5.818 1.765
H 4.224 -6.492 0.097
H 4.958 -8.525 0.580
H 4.433 -9.461 1.982
H 5.455 -8.000 2.133
H 3.214 -3.616 1.065
H 3.500 -4.316 -0.337
C 3.918 5.471 6.018
C 3.493 4.994 4.643
C 2.278 4.025 4.650
O 2.294 3.303 3.437
C 1.148 2.491 3.264
N 3.225 6.141 3.780
H 4.913 5.900 5.913
H 3.970 4.603 6.677
H 3.227 6.192 6.455
H 4.279 4.444 4.118
H 1.357 4.583 4.871
H 2.357 3.331 5.500
H 1.416 1.903 2.379
H 0.285 3.110 3.005
H 0.923 1.754 4.039
H 2.826 5.810 2.904
H 2.479 6.720 4.161
C 5.404 1.703 -4.719
C 5.086 1.719 -3.213
C 4.354 0.505 -2.686
O 3.272 0.236 -3.576
C 2.411 -0.795 -3.182
N 6.300 1.951 -2.391
H 5.953 2.594 -5.016
H 4.463 1.669 -5.272
H 5.906 0.765 -4.971
H 4.513 2.641 -3.057
H 3.990 0.758 -1.687
H 4.999 -0.375 -2.589
H 2.813 -1.817 -3.183
H 1.663 -0.836 -3.978
H 1.939 -0.658 -2.203
H 6.677 1.032 -2.165
H 6.976 2.363 -3.025
C 3.338 -0.508 0.702
C 3.710 -0.479 2.200
C 4.592 -1.659 2.630
O 3.935 -2.902 2.602
C 2.954 -3.020 3.627
N 4.359 0.801 2.518
H 2.809 0.414 0.452
H 2.757 -1.389 0.427
H 4.280 -0.491 0.149
H 2.839 -0.457 2.863
H 4.982 -1.366 3.613
H 5.487 -1.694 2.002
H 3.206 -2.505 4.552
H 2.854 -4.094 3.794
H 1.975 -2.698 3.266
H 5.009 1.130 1.810
H 3.688 1.560 2.568
C -0.001 3.814 -3.837
C 0.483 2.354 -3.726
C -0.705 1.407 -3.680
O -1.406 1.384 -4.898
C -2.561 0.565 -4.892
N 1.343 2.022 -4.858
H 0.839 4.509 -3.811
H -0.674 3.984 -2.995
H -0.530 3.886 -4.787
H 1.050 2.213 -2.796
H -1.405 1.662 -2.876
H -0.300 0.399 -3.497
H -3.102 0.714 -5.822
H -3.234 0.823 -4.064
H -2.155 -0.443 -4.750
H 2.069 2.732 -4.899
H 1.854 1.169 -4.658
C -0.798 -1.689 -1.185
C -0.127 -1.046 0.005
C -0.898 0.112 0.602
O -1.036 1.193 -0.320
C -1.321 2.421 0.344
N 0.193 -2.046 1.037
H -1.249 -0.885 -1.774
H -1.592 -2.383 -0.907
H -0.079 -2.172 -1.849
H 0.813 -0.593 -0.336
H -0.464 0.433 1.558
H -1.929 -0.172 0.860
H -2.282 2.314 0.858
H -1.496 3.099 -0.494
H -0.479 2.740 0.955
H 0.615 -1.776 1.913
H 0.774 -2.762 0.610
C 2.232 -2.164 7.708
C 1.985 -0.684 7.288
C 0.716 -0.484 6.479
O 0.665 -1.380 5.392
C -0.469 -1.179 4.560
N 1.943 0.156 8.484
H 2.224 -2.811 6.828
H 1.446 -2.480 8.396
H 3.222 -2.244 8.157
H 2.833 -0.494 6.625
H 0.746 0.555 6.125
H -0.200 -0.521 7.078
H -0.634 -2.111 4.021
H -0.312 -0.301 3.932
H -1.385 -1.038 5.144
H 1.170 -0.115 9.079
H 2.805 -0.031 8.982
C 1.551 -3.940 -5.024
C 1.017 -5.094 -4.195
C 1.873 -6.354 -4.338
O 1.367 -7.319 -3.441
C 2.127 -8.478 -3.288
N 0.867 -4.633 -2.818
H 2.550 -3.593 -4.754
H 0.884 -3.077 -5.056
H 1.581 -4.179 -6.094
H 0.032 -5.307 -4.621
H 2.886 -6.087 -4.003
H 1.887 -6.731 -5.365
H 3.157 -8.246 -2.993
H 2.202 -9.067 -4.213
H 1.653 -9.167 -2.592
H 0.400 -5.389 -2.316
H 1.771 -4.615 -2.345
C -6.407 -2.775 -6.618
C -5.508 -3.657 -5.782
C -4.335 -2.899 -5.202
O -3.503 -3.816 -4.487
C -2.390 -3.185 -3.877
N -6.378 -4.190 -4.709
H -6.696 -1.898 -6.027
H -7.348 -3.257 -6.867
H -5.830 -2.402 -7.467
H -5.144 -4.503 -6.370
H -4.499 -2.023 -4.564
H -3.718 -2.535 -6.041
H -1.745 -2.791 -4.665
H -1.929 -3.844 -3.146
H -2.791 -2.370 -3.259
H -6.653 -3.382 -4.155
H -5.850 -4.780 -4.069
C 2.941 3.066 -0.691
C 3.627 4.359 -0.223
C 2.527 5.420 -0.040
O 3.165 6.641 0.310
C 2.195 7.656 0.548
N 4.202 3.970 1.079
H 2.157 2.690 -0.034
H 3.712 2.309 -0.840
H 2.456 3.205 -1.662
H 4.386 4.797 -0.869
H 1.819 5.109 0.739
H 1.970 5.556 -0.975
H 1.622 7.750 -0.382
H 2.664 8.620 0.723
H 1.506 7.375 1.347
H 3.427 3.595 1.616
H 4.547 4.811 1.537
*
```

---

## 2
Formula: C56H154N14O14
Source: OMol25
Level of theory: ωB97M-V/def2-TZVPD

Output
**Kohn-Sham gap**: 9.025 eV

Structure (ORCA input):
```
! wB97M-V def2-TZVPD RIJCOSX def2/J DEFGRID3
* xyz 0 1
C 13.465 5.065 13.367
C 14.277 4.210 14.324
C 15.594 3.658 13.592
O 15.137 2.910 12.404
C 16.260 2.521 11.636
N 14.627 5.119 15.444
H 14.096 5.727 12.775
H 12.839 5.810 13.858
H 12.987 4.504 12.564
H 13.701 3.342 14.644
H 16.136 2.976 14.248
H 16.288 4.458 13.334
H 15.791 2.024 10.786
H 16.945 1.884 12.196
H 16.802 3.304 11.106
H 15.024 4.591 16.208
H 15.361 5.762 15.182
C 4.958 4.300 -0.587
C 5.848 4.885 0.610
C 6.412 3.654 1.467
O 6.797 4.148 2.798
C 7.676 3.374 3.621
N 6.823 5.790 0.077
H 4.046 3.777 -0.296
H 5.583 3.616 -1.160
H 4.653 4.955 -1.403
H 5.282 5.457 1.346
H 7.147 3.138 0.849
H 5.592 2.936 1.433
H 7.039 2.673 4.160
H 8.189 4.034 4.320
H 8.487 2.921 3.050
H 7.192 6.401 0.792
H 7.638 5.303 -0.268
C 5.906 -4.432 8.348
C 5.696 -4.191 6.836
C 4.678 -3.052 6.581
O 3.401 -3.434 6.876
C 2.230 -2.924 6.268
N 7.021 -3.740 6.356
H 6.154 -3.579 8.980
H 6.664 -5.191 8.544
H 4.949 -4.809 8.708
H 5.337 -5.048 6.266
H 4.705 -2.798 5.522
H 4.894 -2.209 7.237
H 2.220 -3.075 5.189
H 2.195 -1.839 6.366
H 1.474 -3.484 6.819
H 7.748 -4.178 6.903
H 7.031 -4.104 5.414
C 3.857 -0.278 3.393
C 5.250 -0.567 2.815
C 5.237 -0.633 1.226
O 4.125 0.222 0.844
C 3.619 0.127 -0.497
N 6.214 0.466 3.126
H 3.140 -0.792 2.753
H 3.596 0.756 3.621
H 3.833 -0.740 4.380
H 5.797 -1.436 3.179
H 5.148 -1.692 0.983
H 6.146 -0.232 0.777
H 4.314 0.705 -1.105
H 2.624 0.542 -0.656
H 3.446 -0.857 -0.931
H 6.310 0.456 4.131
H 5.691 1.272 2.813
C 13.716 -0.308 5.702
C 14.159 -0.522 4.205
C 13.062 -0.976 3.291
O 12.139 0.077 3.061
C 11.049 0.155 3.954
N 14.693 0.721 3.707
H 13.204 0.627 5.929
H 14.598 -0.349 6.341
H 13.004 -1.028 6.103
H 15.040 -1.160 4.279
H 12.693 -1.965 3.563
H 13.536 -1.094 2.317
H 10.483 -0.776 3.980
H 10.429 0.961 3.560
H 11.262 0.285 5.015
H 15.127 0.848 2.804
H 13.897 1.331 3.586
C 3.106 0.975 9.221
C 4.143 0.814 8.092
C 4.698 2.209 7.710
O 3.730 3.160 7.346
C 4.076 4.442 6.956
N 5.192 -0.085 8.463
H 3.834 1.319 9.956
H 2.749 -0.015 9.503
H 2.355 1.717 8.948
H 3.754 0.408 7.157
H 5.437 2.098 6.916
H 5.225 2.545 8.603
H 3.263 4.897 6.389
H 4.937 4.315 6.299
H 4.444 5.068 7.768
H 6.017 -0.292 7.918
H 4.715 -0.974 8.494
C 13.393 -4.183 1.118
C 12.327 -3.846 0.082
C 11.828 -2.365 0.259
O 10.700 -2.200 -0.550
C 9.996 -0.926 -0.419
N 12.708 -3.992 -1.266
H 14.094 -3.351 1.187
H 14.010 -5.058 0.916
H 12.971 -4.358 2.107
H 11.462 -4.505 0.153
H 12.557 -1.564 0.137
H 11.674 -2.343 1.338
H 8.980 -0.918 -0.814
H 10.537 -0.172 -0.991
H 9.942 -0.546 0.601
H 13.647 -3.684 -1.475
H 12.108 -3.389 -1.810
C 13.374 10.211 8.871
C 11.855 10.069 8.662
C 11.440 8.535 8.905
O 11.719 8.188 10.241
C 11.085 6.891 10.670
N 11.233 10.814 9.692
H 13.584 9.892 9.892
H 13.885 11.131 8.587
H 13.862 9.516 8.187
H 11.539 10.570 7.747
H 12.021 7.849 8.289
H 10.405 8.348 8.619
H 11.789 6.060 10.649
H 10.286 6.695 9.955
H 10.680 7.051 11.669
H 11.392 10.336 10.568
H 11.595 11.757 9.725
C 5.384 10.011 12.952
C 5.309 8.528 13.322
C 6.115 7.722 12.345
O 6.115 6.303 12.573
C 6.581 5.399 11.550
N 5.888 8.474 14.609
H 6.325 10.495 13.214
H 4.682 10.619 13.521
H 5.239 10.191 11.887
H 4.254 8.292 13.462
H 7.135 8.104 12.301
H 5.583 7.881 11.407
H 6.586 4.387 11.957
H 7.635 5.644 11.419
H 5.952 5.356 10.660
H 6.892 8.493 14.504
H 5.683 7.558 14.980
C 9.810 -1.326 7.221
C 8.695 -0.281 7.203
C 8.988 1.233 7.030
O 9.575 1.619 8.329
C 9.889 3.019 8.533
N 7.779 -0.627 6.126
H 10.429 -1.215 8.111
H 10.575 -1.347 6.445
H 9.363 -2.312 7.343
H 8.111 -0.435 8.111
H 8.070 1.766 6.786
H 9.585 1.468 6.149
H 8.898 3.471 8.575
H 10.446 3.476 7.715
H 10.479 3.119 9.445
H 7.603 -1.621 6.116
H 7.981 -0.509 5.144
C 12.101 -2.553 12.347
C 12.362 -1.624 11.062
C 12.519 -0.154 11.534
O 11.354 0.432 12.053
C 11.388 1.797 12.479
N 13.532 -2.169 10.354
H 12.387 -3.597 12.223
H 11.061 -2.573 12.673
H 12.600 -2.269 13.273
H 11.521 -1.621 10.368
H 12.970 0.502 10.788
H 13.224 -0.197 12.364
H 10.343 2.024 12.691
H 11.636 2.561 11.742
H 11.878 1.881 13.449
H 14.385 -2.028 10.877
H 13.391 -3.168 10.302
C 8.647 7.658 16.704
C 9.752 7.732 15.647
C 9.477 6.961 14.343
O 8.607 5.865 14.451
C 9.321 4.640 14.675
N 9.860 9.180 15.408
H 8.482 6.626 17.013
H 7.630 7.934 16.426
H 8.925 8.248 17.578
H 10.655 7.305 16.083
H 10.450 6.761 13.895
H 8.940 7.608 13.648
H 10.037 4.717 15.493
H 9.863 4.360 13.772
H 8.473 3.957 14.731
H 10.795 9.434 15.125
H 9.667 9.587 16.312
C 9.683 -4.134 2.341
C 9.271 -5.171 3.411
C 10.071 -4.912 4.721
O 11.538 -4.741 4.541
C 12.408 -4.710 5.696
N 7.816 -4.990 3.622
H 9.193 -4.207 1.370
H 10.764 -4.163 2.202
H 9.430 -3.198 2.840
H 9.492 -6.185 3.075
H 9.958 -5.775 5.378
H 9.756 -4.036 5.288
H 12.892 -5.634 6.013
H 11.889 -4.150 6.475
H 13.204 -3.987 5.515
H 7.640 -5.791 4.211
H 7.312 -5.240 2.783
C 16.729 1.892 6.073
C 16.192 3.293 6.504
C 15.152 3.273 7.792
O 14.715 4.654 7.890
C 13.723 4.671 8.875
N 17.239 4.234 6.646
H 15.947 1.158 5.881
H 17.369 1.397 6.803
H 17.312 1.857 5.152
H 15.605 3.579 5.631
H 15.764 3.019 8.657
H 14.298 2.635 7.565
H 13.919 4.546 9.940
H 12.909 4.018 8.559
H 13.277 5.665 8.882
H 16.971 5.055 7.170
H 17.637 4.445 5.742
*
```

---

Stability, descending: 1, 2